Here is a molecular structure, C9H9FeNO4 in a non-equilibrium geometry from OMol25. Energies are from the ωB97M-V functional and the def2-TZVPD basis.

Its spin multiplicity is 6. The net charge is +3. The LUMO energy (spin up / spin down) is -15.17 / -17.60 eV. Its electronic energy is -53503.04103 eV. The calculation puts the largest force on an atom at 10.01 eV Å⁻¹. As for the expectation value of S²: 8.876. The frontier orbital gap (spin up / spin down) is 6.86 / 4.37 eV.

Last column: Mulliken spin population.
Element x y z (Å)
Fe (-1.200, -0.749, -0.276)  3.778
O (-2.557, 1.934, -0.668)  0.041
O (0.336, -2.522, 1.690)  0.037
O (-0.878, 0.834, 2.360)  -0.004
O (-3.736, -1.932, 0.586)  0.604
N (0.586, 0.343, -0.315)  0.105
C (-0.946, -1.465, -1.977)  -0.168
C (-0.220, -2.044, 0.794)  0.008
C (-1.314, 0.133, 1.563)  0.121
C (-2.084, 0.892, -0.754)  0.001
C (3.229, 2.217, 1.541)  0.004
C (-2.731, -1.546, 0.076)  0.137
C (-2.272, -1.999, -1.378)  0.239
C (1.460, 1.008, 0.043)  0.035
C (2.659, 1.793, 0.171)  -0.002
H (-1.007, -0.786, -2.854)  0.027
H (-3.121, -1.723, -2.051)  -0.003
H (-2.240, -3.117, -1.344)  -0.003
H (3.411, 1.193, -0.344)  0.004
H (-0.118, -2.191, -2.134)  0.027
H (2.490, 2.683, -0.436)  0.010
H (3.647, 1.387, 2.112)  0.002
H (4.068, 2.912, 1.399)  0.000
H (2.537, 2.747, 2.195)  0.000